# C43H46FI2N4OPSe2Zr

A molecular structure, C43H46FI2N4OPSe2Zr (wB97M-V/def2-TZVPD, the OMol25 dataset).

Atoms and positions in Å:
Zr  0.396  -1.446  -0.646
I  -0.545  -8.387  2.625
C  0.050  -6.681  1.584
C  0.569  -6.792  0.305
C  0.938  -5.655  -0.404
I  1.790  -5.891  -2.285
C  0.776  -4.394  0.164
O  1.019  -3.269  -0.544
C  0.327  -4.287  1.491
C  0.359  -2.965  2.209
N  -0.384  -1.883  1.503
C  -1.839  -2.067  1.602
C  -2.551  -1.165  0.635
C  -3.930  -1.018  0.682
C  -4.555  -0.221  -0.258
C  -3.776  0.459  -1.186
C  -2.409  0.298  -1.143
N  -1.799  -0.536  -0.279
C  -0.047  -5.432  2.180
H  0.691  -7.766  -0.148
H  -0.054  -3.089  3.214
H  1.389  -2.617  2.310
H  -0.144  -1.015  1.989
H  -2.069  -3.112  1.384
H  -2.191  -1.872  2.620
H  -4.497  -1.534  1.445
H  -5.630  -0.108  -0.254
H  -4.216  1.130  -1.909
H  -1.761  0.868  -1.795
H  -0.398  -5.348  3.201
Se  0.805  -2.698  -4.114
Se  -0.905  -1.271  -3.379
C  -2.000  -2.710  -2.704
C  -3.017  -3.244  -3.469
C  -3.685  -4.354  -2.965
C  -3.289  -4.875  -1.746
C  -2.259  -4.255  -1.052
N  -1.632  -3.169  -1.511
C  2.218  -1.572  -3.483
C  3.348  -1.508  -4.281
C  4.375  -0.653  -3.919
C  4.205  0.149  -2.803
C  3.058  0.007  -2.052
N  2.077  -0.873  -2.345
H  -3.267  -2.823  -4.433
H  -4.486  -4.812  -3.529
H  -3.762  -5.754  -1.332
H  -1.913  -4.655  -0.107
H  3.401  -2.088  -5.192
H  5.272  -0.591  -4.521
H  4.951  0.871  -2.502
H  2.916  0.597  -1.162
C  -1.730  5.448  0.620
C  -1.919  4.031  0.073
C  -2.977  3.343  0.949
C  -2.422  4.094  -1.371
P  -0.389  2.928  0.129
C  0.007  3.009  1.918
C  0.777  3.984  2.549
C  1.012  3.931  3.917
C  0.463  2.915  4.685
C  -0.331  1.951  4.079
C  -0.545  1.997  2.710
C  1.019  3.728  -0.840
C  1.109  5.255  -0.861
C  0.837  3.228  -2.283
C  2.338  3.151  -0.313
H  -2.707  5.927  0.708
H  -1.119  6.072  -0.028
H  -1.283  5.433  1.615
H  -3.950  3.801  0.758
H  -2.755  3.469  2.008
H  -3.059  2.274  0.744
H  -3.376  4.625  -1.404
H  -2.578  3.097  -1.791
H  -1.730  4.629  -2.021
H  1.189  4.806  1.982
H  1.617  4.696  4.386
H  0.643  2.882  5.751
H  -0.786  1.171  4.676
H  -1.165  1.240  2.234
H  0.255  5.701  -1.370
H  2.005  5.551  -1.411
H  1.174  5.689  0.135
H  -0.101  3.563  -2.726
H  0.860  2.133  -2.322
H  1.653  3.607  -2.904
H  2.658  3.617  0.616
H  3.123  3.315  -1.056
H  2.260  2.078  -0.127
F  5.390  -0.157  3.072
C  4.334  -0.379  2.285
C  3.201  0.393  2.445
C  2.115  0.144  1.614
C  2.133  -0.852  0.632
C  3.310  -1.617  0.525
C  4.409  -1.385  1.333
H  3.176  1.169  3.199
H  1.242  0.777  1.747
H  3.377  -2.415  -0.208
H  5.315  -1.971  1.251

Properties
Kohn-Sham gap: 6.8 eV
net charge: +2
DFT total energy: -213516.40563 eV
relative energy (zero: lowest compared OMol25 entry of this formula, charge and spin): 32.8 kJ/mol

Atomic partial charges in e from the Löwdin method, atoms 1 to 6: 1.6933, 0.9443, -0.7317, -0.2104, -0.6391, 0.9925